C6H3NO4Rh | the ωB97M-V functional and the def2-TZVPD basis

## Properties
* relative energy (zero: lowest compared OMol25 entry of this formula, charge and spin): 0.000 eV
* charge: +3
* frontier orbital gap (spin up / spin down): 0.3377 / 0.2121 Ha
* HOMO (spin up / spin down): -22.29 / -25.93 eV
* electronic energy: -18915.88164 eV
* 2S+1: 5

```
15
Properties=species:S:1:pos:R:3:forces:R:3:nbo_charge:R:1
O -3.01554 -0.69009 -0.43764 4.68 -0.84 -0.18 -0.20
C -1.88107 -0.88089 -0.46145 -8.69 1.16 0.39 0.45
Rh 0.07781 -1.19796 -0.57892 0.72 3.21 1.15 1.03
O 0.31652 -0.05164 -3.52542 -0.31 -1.71 4.53 -0.16
C 0.24014 -0.45842 -2.45337 0.52 2.58 -6.91 0.49
C -0.19188 -3.08201 -0.92718 -1.81 -10.37 -1.16 0.45
O -0.40154 -4.21232 -1.05463 0.99 5.19 0.53 -0.12
C 2.03635 -1.45180 -0.33658 8.48 -1.61 0.67 0.44
O 3.16326 -1.68324 -0.30881 -4.69 0.95 -0.16 -0.18
C -0.11380 2.66264 1.98751 -1.08 -1.32 -1.41 -0.77
C 0.03825 1.55022 1.08322 -0.27 3.95 3.23 0.77
N 0.18964 0.65646 0.35948 0.37 -1.47 -1.17 -0.37
H -0.78895 2.38111 2.80837 0.16 -0.20 0.37 0.38
H -0.53638 3.51999 1.44590 0.25 0.28 -0.21 0.38
H 0.86720 2.93797 2.39952 0.68 0.22 0.33 0.42
```
Positions in Å, forces in eV/Å.

C6H3NOS | the ωB97M-V functional and the def2-TZVPD basis

## Properties
* relative energy (zero: lowest compared OMol25 entry of this formula, charge and spin): 0.551 eV
* SMILES: O=c1cc1-c1nccs1
* frontier orbital gap: 0.3245 Ha
* HOMO: -9.21 eV
* electronic energy: -20640.62874 eV

```
12
Properties=species:S:1:pos:R:3:forces:R:3:nbo_charge:R:1
C 1.86077 -0.13286 2.64407 -0.07 -0.51 -0.95 -0.22
C 1.55041 -0.58574 1.39678 0.80 0.27 1.53 -0.06
C -0.82824 0.34861 -1.13697 -0.28 -0.53 -0.62 -0.05
C -0.68757 -0.89490 -1.68617 0.20 -0.07 0.29 -0.43
C 0.56325 -0.46130 0.33557 0.82 -1.53 -0.49 0.00
C 2.79114 -1.06010 2.14133 -1.92 0.68 -1.23 0.56
N -0.12719 0.57099 -0.01184 0.31 0.58 0.88 -0.39
O 3.75468 -1.74786 2.12376 0.69 -0.38 0.26 -0.55
S 0.39830 -1.84113 -0.76705 -0.14 1.04 0.37 0.45
H 1.51575 0.48766 3.44343 -0.08 0.32 0.28 0.23
H -1.44339 1.13133 -1.53795 -0.16 0.15 -0.10 0.22
H -1.16247 -1.30032 -2.55541 -0.17 -0.01 -0.23 0.25
```
Positions in Å, forces in eV/Å.

C6H4 | the ωB97M-V functional and the def2-TZVPD basis

## Properties
* relative energy (zero: lowest compared OMol25 entry of this formula, charge and spin): 1.222 eV
* SMILES: C1=C=CC=CC=1
* frontier orbital gap: 0.3221 Ha
* HOMO: -9.29 eV
* electronic energy: -6281.25291 eV

```
10
Properties=species:S:1:pos:R:3:forces:R:3:nbo_charge:R:1
C -0.52820 -0.75839 -0.54404 -2.17 -0.38 1.34 -0.18
C -0.79369 0.62970 -0.28608 -2.12 -2.22 -2.71 -0.26
C 1.33485 -0.37254 0.70001 0.07 2.85 -1.85 0.15
C 1.62131 0.85306 0.42425 -1.89 -3.12 1.08 -0.12
C 0.45190 -1.35207 0.18452 2.43 1.25 0.61 -0.31
C 0.23352 1.33186 0.12990 2.69 1.19 1.49 -0.19
H -1.34687 -1.32424 -0.95810 0.07 -0.44 -0.19 0.22
H -1.84079 1.00093 -0.57176 1.99 -0.14 0.57 0.24
H 0.75907 -2.30197 0.49056 -0.60 -2.01 -0.57 0.24
H 0.10891 2.29367 0.43074 -0.45 3.02 0.24 0.21
```
Positions in Å, forces in eV/Å.

C6H4 | the ωB97M-V functional and the def2-TZVPD basis

## Properties
* relative energy (zero: lowest compared OMol25 entry of this formula, charge and spin): 3.154 eV
* SMILES: C#CC=C=C=C
* frontier orbital gap: 0.2980 Ha
* HOMO: -8.65 eV
* electronic energy: -6279.32147 eV

```
10
Properties=species:S:1:pos:R:3:forces:R:3:nbo_charge:R:1
C -0.22335 -1.40074 0.11990 1.76 4.67 -2.18 -0.29
C -2.65284 -1.24190 0.15002 -13.69 2.05 -3.08 -0.22
C 0.58773 -0.45290 -0.29223 0.08 0.60 0.18 0.03
C -1.53449 -1.14361 0.12351 8.90 -0.74 1.00 -0.03
C 1.75869 1.81754 0.11378 0.01 -3.31 -2.00 -0.40
C 1.23967 0.61656 -0.30067 1.74 3.19 1.26 -0.01
H 0.26531 -2.15489 0.45542 2.14 -5.75 2.04 0.23
H -3.32989 -0.69999 -0.63279 0.27 -1.71 2.29 0.26
H 1.06776 2.59772 0.13745 -0.90 1.38 0.12 0.21
H 2.82142 2.06221 0.12561 -0.29 -0.39 0.37 0.22
```
Positions in Å, forces in eV/Å.

C6H4 | the ωB97M-V functional and the def2-TZVPD basis

## Properties
* relative energy (zero: lowest compared OMol25 entry of this formula, charge and spin): 1.182 eV
* SMILES: C#CC(=C)C#C
* frontier orbital gap: 0.3333 Ha
* HOMO: -8.97 eV
* electronic energy: -6281.29302 eV

```
10
Properties=species:S:1:pos:R:3:forces:R:3:nbo_charge:R:1
C -0.09131 1.46886 -0.04498 -1.26 -0.88 1.28 -0.28
C 0.06390 0.07017 -0.07034 0.50 4.48 -1.16 -0.18
C 1.39068 -0.51157 -0.21268 -0.07 -0.57 1.67 -0.02
C 2.49787 -0.92405 0.08182 -0.81 0.60 -1.31 -0.19
C -1.23416 -0.50541 -0.11610 0.32 -2.16 0.27 -0.04
C -2.27515 -1.09873 -0.01075 -1.45 0.31 0.27 -0.20
H 0.65780 2.30900 0.12341 -0.76 -1.63 -0.57 0.22
H -1.22320 1.74699 0.06769 2.44 -0.07 -0.37 0.21
H 3.53612 -1.17339 0.00997 -0.21 -0.14 0.29 0.24
H -3.32253 -1.38188 0.17196 1.30 0.06 -0.37 0.25
```
Positions in Å, forces in eV/Å.

- What is the electronic energy in the third record?
  -6281.25291 eV